{"formula": "C26H37BrCl30F6N2O4SSi2", "method": "ωB97M-V with the def2-TZVPD basis set", "species": ["O", "C", "N", "Si", "Br", "O", "Si", "S", "C", "O", "N", "C", "O", "F", "C", "F", "F", "C", "C", "C", "C", "C", "C", "F", "F", "F", "C", "H", "H", "H", "H", "H", "H", "H", "C", "Cl", "Cl", "H", "H", "C", "Cl", "Cl", "H", "H", "C", "Cl", "Cl", "H", "H", "C", "Cl", "Cl", "H", "H", "C", "Cl", "Cl", "H", "H", "C", "Cl", "Cl", "H", "H", "C", "Cl", "Cl", "H", "H", "C", "Cl", "Cl", "H", "H", "C", "Cl", "Cl", "H", "H", "C", "Cl", "Cl", "H", "H", "C", "Cl", "Cl", "H", "H", "C", "Cl", "Cl", "H", "H", "C", "Cl", "Cl", "H", "H", "C", "Cl", "Cl", "H", "H", "C", "Cl", "Cl", "H", "H"], "coordinates": [[-0.907, 2.669, -3.161], [0.217, 2.523, -2.957], [1.406, 2.353, -2.757], [1.723, 0.914, -1.824], [3.852, 0.414, -2.169], [0.680, -0.315, -2.184], [0.897, -1.255, -3.565], [2.289, -2.863, -3.307], [-0.823, -2.069, -3.838], [-1.280, -2.215, -4.939], [-1.514, -2.513, -2.667], [-2.905, -2.209, -2.671], [-3.737, -2.926, -2.254], [-3.239, -1.013, -3.157], [1.404, 1.310, 0.056], [0.294, 0.655, 0.503], [1.215, 2.653, 0.198], [2.614, 0.882, 0.847], [3.529, 1.840, 1.258], [4.673, 1.438, 1.934], [4.895, 0.098, 2.206], [3.956, -0.845, 1.807], [4.228, -2.286, 2.137], [3.901, -2.532, 3.420], [5.532, -2.591, 1.986], [3.550, -3.127, 1.338], [2.821, -0.461, 1.119], [1.228, -0.486, -4.769], [2.482, -2.804, -1.977], [-1.125, -2.042, -1.849], [3.392, 2.892, 1.061], [5.396, 2.172, 2.259], [5.789, -0.228, 2.717], [2.107, -1.181, 0.762], [6.091, -4.861, -0.253], [5.605, -3.679, -1.480], [5.190, -6.373, -0.400], [7.146, -5.073, -0.375], [5.902, -4.442, 0.726], [0.039, -2.914, 3.615], [0.726, -1.570, 2.683], [1.059, -4.358, 3.553], [-0.062, -2.604, 4.649], [-0.932, -3.159, 3.194], [7.140, -3.459, 4.632], [7.766, -1.968, 3.919], [8.219, -4.827, 4.335], [7.030, -3.323, 5.700], [6.178, -3.674, 4.181], [-2.323, -5.659, 3.689], [-2.736, -4.678, 2.274], [-3.299, -7.128, 3.772], [-1.279, -5.938, 3.625], [-2.503, -5.074, 4.583], [-0.305, 5.051, 2.177], [-0.590, 6.767, 2.486], [0.982, 4.402, 3.201], [-1.218, 4.505, 2.381], [-0.017, 4.927, 1.140], [4.970, -2.586, 8.365], [5.597, -1.097, 7.654], [6.055, -3.953, 8.072], [4.866, -2.449, 9.435], [4.008, -2.808, 7.918], [3.577, -6.854, 3.119], [3.707, -8.522, 2.558], [5.166, -6.135, 3.411], [3.069, -6.270, 2.359], [3.015, -6.840, 4.046], [9.021, -4.309, 10.297], [8.932, -2.621, 10.817], [10.158, -5.236, 11.283], [8.038, -4.754, 10.389], [9.348, -4.340, 9.264], [-4.454, 2.807, -3.539], [-4.259, 4.358, -2.710], [-5.693, 2.892, -4.797], [-3.509, 2.537, -3.995], [-4.746, 2.058, -2.812], [-1.135, 3.209, -6.373], [-0.613, 4.595, -7.332], [-0.014, 1.843, -6.498], [-1.198, 3.510, -5.336], [-2.106, 2.883, -6.729], [-4.813, 6.300, -6.285], [-4.312, 7.712, -7.227], [-3.676, 4.963, -6.441], [-4.878, 6.583, -5.241], [-5.781, 5.970, -6.645], [-6.732, 10.635, -7.616], [-7.489, 11.479, -6.259], [-7.908, 10.259, -8.882], [-5.956, 11.265, -8.034], [-6.313, 9.707, -7.251], [-4.564, -8.201, 7.417], [-4.532, -6.454, 7.683], [-3.497, -9.056, 8.537], [-5.578, -8.555, 7.563], [-4.237, -8.401, 6.404], [-8.387, 4.218, -8.181], [-8.464, 5.967, -7.914], [-7.212, 3.444, -7.108], [-9.365, 3.794, -7.991], [-8.091, 4.038, -9.208], [-10.327, 8.899, -5.956], [-11.107, 9.718, -4.598], [-11.474, 8.537, -7.252], [-9.553, 9.546, -6.350], [-9.901, 7.968, -5.601]], "atomic_forces_ev_per_a": [[-0.844, 0.358, -0.189], [0.595, -0.050, -0.085], [-0.250, -0.665, 0.340], [0.171, 0.424, 0.376], [-0.498, 0.042, -0.046], [0.962, 0.109, -0.729], [-0.317, -0.869, 0.295], [0.109, 0.100, -0.079], [0.363, 0.125, 0.397], [-0.205, -0.053, -0.079], [-0.068, 1.670, -0.509], [-0.459, -1.271, 0.160], [-0.325, -0.135, 0.250], [0.482, 0.411, -0.242], [1.192, -0.568, -0.502], [-0.290, 0.137, -0.021], [-0.401, 0.144, 0.044], [-0.292, 0.563, 0.418], [0.391, -0.203, 0.221], [0.003, -0.079, 0.057], [-0.174, 0.018, -0.030], [0.373, 0.007, -0.170], [-0.135, 0.477, -0.341], [0.088, -0.390, -0.101], [-0.118, -0.040, 0.146], [-0.153, -0.104, 0.301], [0.264, 0.286, -0.365], [0.040, 0.121, 0.080], [-0.190, 0.168, -0.063], [0.165, -0.377, 0.144], [-0.203, 0.025, -0.090], [0.035, 0.064, -0.020], [0.060, 0.033, 0.062], [0.064, -0.202, -0.131], [0.075, -0.041, 0.087], [-0.002, 0.058, 0.029], [-0.035, -0.013, 0.025], [-0.019, -0.018, -0.109], [-0.072, -0.012, -0.020], [-0.252, 0.233, 0.005], [-0.517, -0.426, 0.556], [0.018, -0.037, 0.008], [0.126, 0.007, 0.002], [0.193, 0.026, -0.018], [-0.138, -0.004, -0.021], [0.131, 0.117, 0.117], [-0.012, -0.022, 0.035], [0.135, 0.058, -0.022], [0.037, 0.000, -0.052], [0.023, -0.018, 0.121], [-0.043, -0.037, -0.031], [-0.008, -0.036, 0.021], [-0.011, -0.045, -0.094], [-0.101, -0.003, -0.025], [-0.041, -0.036, -0.082], [-0.031, -0.007, -0.033], [0.023, -0.063, -0.002], [0.008, 0.025, 0.084], [0.071, 0.037, 0.019], [-0.071, 0.088, 0.051], [-0.036, -0.004, -0.012], [-0.040, -0.134, 0.093], [0.110, 0.012, 0.005], [0.047, -0.022, -0.085], [-0.114, 0.061, -0.076], [-0.043, -0.004, 0.009], [0.001, 0.016, 0.022], [0.082, -0.014, -0.075], [0.076, -0.046, 0.045], [-0.026, -0.040, -0.038], [-0.075, 0.004, -0.067], [-0.009, -0.047, -0.035], [-0.002, 0.030, 0.088], [0.080, 0.057, 0.027], [0.053, -0.103, -0.057], [0.035, -0.008, 0.023], [0.184, -0.266, 0.703], [0.011, 0.083, -0.032], [-0.063, 0.050, 0.019], [-0.036, 0.050, -0.040], [0.276, -0.100, -0.062], [0.000, -0.023, 0.090], [0.047, 0.025, 0.000], [0.063, -0.079, -0.106], [-0.273, -0.094, 0.156], [0.015, 0.022, -0.013], [-0.138, 0.286, -0.060], [0.112, 0.008, 0.002], [0.034, -0.004, -0.075], [0.025, -0.046, -0.018], [0.035, 0.041, 0.062], [0.013, -0.049, -0.016], [-0.067, 0.066, -0.009], [-0.016, -0.044, 0.010], [-0.028, -0.064, -0.077], [-0.019, 0.041, -0.051], [-0.011, -0.036, -0.024], [0.005, 0.037, 0.090], [0.080, 0.052, 0.020], [-0.051, -0.083, -0.040], [-0.014, 0.014, -0.044], [-0.342, 0.148, -0.581], [0.001, 0.048, 0.090], [0.078, 0.059, 0.017], [0.072, -0.038, -0.017], [0.051, 0.006, 0.031], [0.040, -0.027, -0.034], [-0.057, 0.079, -0.032], [-0.090, -0.029, 0.018]], "lowdin_charge": [0.174, -0.409, 0.098, 0.100, 0.545, -0.332, 0.271, 0.479, -0.518, 0.071, 0.138, -0.520, 0.200, 0.132, -0.502, 0.044, 0.037, -0.224, -0.018, -0.029, 0.009, -0.112, -0.588, 0.117, 0.084, 0.116, -0.101, 0.003, -0.197, 0.123, 0.119, 0.114, 0.089, 0.069, -1.014, 0.514, 0.519, 0.031, -0.020, -0.965, 0.678, 0.568, 0.035, -0.044, -1.045, 0.545, 0.509, -0.048, -0.038, -1.030, 0.541, 0.533, -0.013, 0.030, -1.037, 0.509, 0.505, 0.026, 0.013, -0.996, 0.519, 0.545, 0.027, 0.025, -1.047, 0.521, 0.537, -0.003, 0.015, -1.057, 0.494, 0.506, 0.001, 0.021, -1.002, 0.513, 0.462, 0.002, 0.027, -1.083, 0.509, 0.536, -0.012, -0.007, -0.996, 0.543, 0.537, 0.026, -0.034, -1.020, 0.523, 0.511, 0.027, -0.032, -1.035, 0.489, 0.503, 0.025, -0.010, -0.978, 0.521, 0.485, 0.029, 0.029, -1.050, 0.505, 0.492, -0.044, 0.015], "fmax_ev_per_a": 1.7, "homo_lumo_gap_ev": 9.73, "total_energy_ev": -527350.1151, "e_homo_ev": -10.0}